Record 1
Entry from the Open Molecules 2025 dataset: a structure of composition C20H24F6N6O5S3Ta (ωB97M-V/def2-TZVPD).

Summary:
* Kohn-Sham gap: 0.2949 Eh
* ΔE to the lowest compared entry with this formula, charge and spin: 94.3 kJ/mol
* total charge: +3

XYZ file:
```
65
Properties=species:S:1:pos:R:3:mulliken_charge:R:1
Ta 0.05 -0.20 -0.07 1.932
C -2.39 1.46 -1.83 -0.819
C -1.06 2.07 -2.16 -0.947
N -0.21 2.01 -0.95 -0.284
C -0.44 3.09 0.06 -0.751
C -1.53 2.79 1.06 -0.924
S -1.51 1.04 1.57 0.121
C -3.19 0.48 1.14 -0.671
C -3.35 -0.11 -0.27 -0.823
N -2.18 0.15 -1.15 -0.252
H -2.95 2.11 -1.16 0.423
H -3.00 1.32 -2.72 0.474
H -0.55 1.51 -2.95 0.266
H -1.18 3.10 -2.50 0.593
H 0.73 2.21 -1.29 0.386
H 0.50 3.23 0.60 0.175
H -0.67 4.03 -0.46 0.661
H -1.39 3.38 1.96 0.701
H -2.53 3.00 0.68 0.489
H -3.46 -0.25 1.90 0.519
H -3.82 1.36 1.31 0.624
H -3.52 -1.17 -0.20 0.177
H -4.24 0.32 -0.74 0.671
H -2.21 -0.57 -1.87 0.348
O 1.80 2.25 2.57 -0.505
C 1.56 1.18 2.10 -0.347
N 1.50 0.93 0.70 0.865
C 2.58 1.54 -0.06 -0.970
C 2.61 0.91 -1.42 0.587
C 3.65 1.15 -2.29 -1.101
C 3.60 0.62 -3.57 -0.539
C 2.49 -0.12 -3.94 -1.172
C 1.49 -0.34 -3.01 -0.411
N 1.55 0.14 -1.75 0.370
C 1.33 -0.08 2.83 0.691
C 1.69 -0.28 4.14 -0.932
C 1.64 -1.58 4.64 -0.579
C 1.25 -2.59 3.79 -1.051
C 0.85 -2.29 2.49 -0.201
N 0.87 -1.05 2.01 0.329
H 3.53 1.37 0.45 0.775
H 2.49 2.63 -0.15 0.298
H 4.49 1.76 -1.97 0.608
H 4.41 0.79 -4.27 0.487
H 2.39 -0.54 -4.93 0.525
H 0.62 -0.91 -3.28 0.833
H 2.04 0.56 4.73 0.595
H 1.93 -1.79 5.66 0.506
H 1.24 -3.63 4.11 0.538
H 0.56 -3.08 1.82 0.791
F -2.22 -3.02 3.06 -0.191
C -2.02 -3.98 2.17 0.752
F -3.08 -4.73 2.05 -0.155
F -0.96 -4.68 2.48 -0.175
S -1.78 -3.11 0.51 1.013
O -1.33 -1.71 0.82 -0.907
O -3.01 -3.19 -0.19 -0.727
N -0.57 -3.87 -0.17 -0.505
S 0.35 -2.98 -1.05 1.043
O -0.42 -1.82 -1.62 -0.822
O 1.50 -2.38 -0.40 -0.565
C 0.84 -4.13 -2.46 0.587
F 1.51 -5.12 -1.94 -0.129
F 1.59 -3.40 -3.27 -0.142
F -0.26 -4.51 -3.04 -0.152
```


Record 2
Entry from the Open Molecules 2025 dataset: a structure of composition C56H87N4O5W (ωB97M-V/def2-TZVPD).

Summary:
* Kohn-Sham gap: 0.2367 Eh
* ΔE to the lowest compared entry with this formula, charge and spin: 0.0 kJ/mol
* total charge: +3

XYZ file:
```
153
Properties=species:S:1:pos:R:3:mulliken_charge:R:1
W 0.54 -0.64 0.43 1.673
C -6.17 2.61 1.46 -1.471
C -5.19 2.95 2.59 1.508
C -5.62 2.22 3.87 -1.651
C -5.24 4.45 2.86 -1.998
C -3.80 2.44 2.24 0.227
C -3.57 1.07 2.15 -1.101
C -2.30 0.56 1.94 0.559
C -2.19 -0.96 1.94 -2.421
N -0.81 -1.51 2.06 -0.345
C -0.37 -1.18 3.45 -0.705
C 1.15 -1.11 3.69 -1.286
N 1.92 -0.70 2.49 0.359
C 3.13 -1.54 2.38 -0.420
C 2.78 -2.97 1.97 -1.447
N 1.52 -3.00 1.18 0.513
C 0.44 -3.69 1.94 -1.371
C -0.91 -2.97 1.82 -0.728
C 1.84 -3.78 -0.06 -0.725
C 0.64 -4.15 -0.89 0.019
C 0.39 -5.48 -1.17 0.119
C -0.65 -5.82 -2.03 -0.668
C -1.27 -4.77 -2.69 -0.481
C -1.01 -3.42 -2.47 -0.723
C -0.11 -3.10 -1.44 -0.254
O 0.10 -1.86 -0.84 0.365
C -1.71 -2.41 -3.37 2.979
C -3.00 -1.96 -2.66 -1.892
C -0.78 -1.22 -3.67 -2.215
C -2.10 -3.01 -4.73 -2.140
C -1.12 -7.24 -2.27 1.838
C -2.55 -7.35 -1.73 -1.522
C -1.09 -7.56 -3.78 -1.641
C -0.24 -8.26 -1.55 -2.109
C 2.45 0.68 2.65 -2.111
C 3.18 1.21 1.42 0.827
C 4.04 2.28 1.61 -0.696
C 4.72 2.88 0.56 -0.311
C 4.55 2.33 -0.71 -0.731
C 3.75 1.22 -0.96 0.070
C 3.03 0.68 0.12 -0.204
O 2.23 -0.42 -0.05 1.484
C 3.72 0.54 -2.33 1.800
C 4.38 -0.84 -2.16 -1.604
C 4.47 1.34 -3.40 -2.335
C 2.29 0.33 -2.83 -1.668
C 5.62 4.07 0.80 1.909
C 4.80 5.21 1.41 -1.638
C 6.74 3.67 1.77 -1.620
C 6.28 4.59 -0.48 -2.188
C -1.20 1.43 1.72 0.982
O -0.02 0.81 1.41 -0.560
C -1.41 2.82 1.80 0.347
C -2.71 3.27 2.06 -0.590
C -0.35 3.93 1.78 2.185
C 1.06 3.48 1.39 -2.052
C -0.29 4.49 3.22 -1.843
C -0.70 5.07 0.81 -1.852
H -7.19 2.80 1.79 0.511
H -5.99 3.22 0.58 0.258
H -6.10 1.56 1.18 0.274
H -6.57 2.61 4.22 0.487
H -5.73 1.15 3.72 0.346
H -4.88 2.38 4.65 0.392
H -6.26 4.72 3.15 0.459
H -4.59 4.73 3.68 0.431
H -4.99 5.04 1.98 0.377
H -4.38 0.37 2.29 0.768
H -2.78 -1.34 2.79 1.086
H -2.65 -1.36 1.03 0.316
H -0.80 -0.20 3.69 0.411
H -0.80 -1.90 4.16 0.594
H 1.32 -0.42 4.52 0.643
H 1.52 -2.08 4.03 0.501
H 3.79 -1.10 1.64 0.278
H 3.68 -1.55 3.34 0.557
H 3.61 -3.35 1.37 0.592
H 2.71 -3.64 2.83 0.362
H 0.31 -4.71 1.58 0.865
H 0.70 -3.75 2.99 0.543
H -1.31 -3.11 0.81 -0.034
H -1.61 -3.44 2.53 0.815
H 2.50 -3.15 -0.66 -0.274
H 2.37 -4.70 0.21 0.867
H 1.00 -6.24 -0.72 0.783
H -2.01 -5.02 -3.43 0.492
H -2.78 -1.51 -1.69 0.113
H -3.56 -1.29 -3.31 0.304
H -3.62 -2.84 -2.48 0.573
H -1.32 -0.45 -4.22 0.472
H -0.37 -0.79 -2.75 0.350
H 0.05 -1.55 -4.28 0.590
H -2.94 -3.70 -4.64 0.475
H -2.40 -2.22 -5.41 0.479
H -1.27 -3.54 -5.18 0.446
H -3.22 -6.64 -2.21 0.306
H -2.94 -8.35 -1.92 0.466
H -2.57 -7.18 -0.66 0.342
H -1.78 -6.93 -4.34 0.324
H -0.09 -7.42 -4.18 0.382
H -1.39 -8.59 -3.94 0.503
H -0.23 -8.08 -0.48 0.393
H -0.63 -9.26 -1.71 0.438
H 0.78 -8.23 -1.93 0.421
H 1.62 1.34 2.92 0.621
H 3.16 0.70 3.49 1.011
H 4.19 2.65 2.62 0.522
H 5.09 2.76 -1.54 1.013
H 5.40 -0.73 -1.82 0.442
H 3.83 -1.43 -1.43 -0.004
H 4.38 -1.37 -3.11 0.453
H 5.54 1.39 -3.18 0.486
H 4.36 0.84 -4.36 0.434
H 4.07 2.34 -3.50 0.458
H 1.74 -0.35 -2.16 -0.199
H 1.77 1.28 -2.91 0.506
H 2.31 -0.13 -3.82 0.799
H 4.32 4.92 2.34 0.319
H 5.45 6.06 1.61 0.534
H 4.03 5.54 0.70 0.323
H 6.35 3.39 2.75 0.324
H 7.30 2.82 1.38 0.386
H 7.42 4.50 1.90 0.471
H 5.55 4.91 -1.21 0.429
H 6.90 5.45 -0.24 0.451
H 6.93 3.84 -0.92 0.455
H -2.85 4.33 2.16 0.680
H 1.59 3.12 2.27 0.417
H 1.07 2.73 0.60 -0.089
H 1.63 4.34 1.04 0.689
H -0.14 3.69 3.94 0.383
H 0.55 5.18 3.30 0.546
H -1.19 5.02 3.47 0.395
H -0.34 4.85 -0.19 0.511
H -1.76 5.30 0.76 0.120
H -0.19 5.97 1.14 0.625
O 0.13 1.07 -1.08 -0.818
C -1.09 0.85 -1.15 0.223
O -1.61 -0.10 -0.50 -0.595
C -2.04 1.69 -2.01 -0.836
N -3.43 1.16 -1.88 0.156
C -4.31 2.28 -2.28 -0.627
C -3.66 3.49 -1.63 -0.592
C -2.16 3.15 -1.57 0.103
H -1.73 1.62 -3.06 0.722
H -3.58 0.93 -0.89 0.373
H -3.58 0.29 -2.42 -0.396
H -5.34 2.12 -1.95 0.528
H -4.30 2.36 -3.37 0.362
H -4.06 3.63 -0.62 -0.128
H -3.85 4.40 -2.19 0.511
H -1.79 3.27 -0.55 -0.886
H -1.57 3.80 -2.22 0.872
```


Record 3
Entry from the Open Molecules 2025 dataset: an isolated molecule of CH3ClO3S (ωB97M-V/def2-TZVPD).

Summary:
* Kohn-Sham gap: 0.4304 Eh
* ΔE to the lowest compared entry with this formula, charge and spin: 67.0 kJ/mol
* total charge: 0
* SMILES string: O=S(=O)(Cl)CO

XYZ file:
```
9
Properties=species:S:1:pos:R:3:mulliken_charge:R:1
O 1.04 -0.72 -1.24 -0.522
S 0.87 -0.03 0.01 0.954
O 1.11 -0.73 1.18 -0.504
Cl 2.09 1.56 0.07 -0.195
C -0.87 0.45 -0.03 -0.304
O -1.46 -0.81 0.13 -0.448
H -1.04 1.11 0.69 0.386
H -1.03 0.64 -1.08 0.308
H -0.70 -1.47 0.28 0.325
```


Number 1: energy -90645.395 eV, molar mass 819.586 g/mol, maximum force 0.48 eV/Å. Number 2: energy -77487.778 eV, molar mass 1080.175 g/mol, maximum force 2.68 eV/Å. Number 3: energy -30583.960 eV, molar mass 130.552 g/mol, maximum force 4.83 eV/Å.